The following is a DFT calculation (ωB97M-V/def2-TZVPD) of C28H22AlIN5S as an isolated structure in a non-equilibrium geometry.

Geometry as XYZ:
```
58
C28H22AlIN5S | OMol25 | ωB97M-V/def2-TZVPD
Al 0.631 1.010 -0.383
C -1.286 1.921 3.276
C -1.141 1.580 1.946
N 0.046 1.407 1.338
C 1.172 1.550 2.054
C 1.124 1.920 3.422
C -0.131 2.098 4.024
C 2.306 2.115 4.149
C 3.532 1.970 3.518
C 3.576 1.603 2.174
C 2.408 1.342 1.429
N 2.432 1.000 0.111
C 2.838 -0.268 -0.175
C 4.186 -0.676 -0.096
C 4.587 -1.974 -0.411
C 3.645 -2.896 -0.844
C 2.307 -2.507 -0.989
C 1.341 -3.407 -1.462
C 0.027 -2.989 -1.619
C -0.269 -1.678 -1.303
N 0.634 -0.789 -0.852
C 1.903 -1.185 -0.671
H -2.267 2.048 3.711
H -1.999 1.429 1.301
H -0.207 2.375 5.070
H 2.275 2.400 5.195
H 4.457 2.146 4.057
H 4.544 1.532 1.688
H 4.942 0.040 0.204
H 5.631 -2.250 -0.320
H 3.960 -3.905 -1.087
H 1.612 -4.428 -1.709
H -0.741 -3.660 -1.979
H -1.273 -1.282 -1.404
S -1.390 0.051 0.035
C -2.859 -0.681 0.355
N -4.032 -0.038 0.019
C -5.281 -0.560 0.243
C -5.419 -1.760 0.819
C -4.246 -2.508 1.205
C -3.014 -2.018 0.997
H -3.944 0.874 -0.419
H -6.129 0.043 -0.067
H -6.398 -2.190 1.004
H -4.387 -3.479 1.670
H -2.123 -2.565 1.280
I -0.775 -1.335 -5.502
C -0.742 0.305 -4.241
C -1.270 1.526 -4.648
C -1.230 2.608 -3.772
C -0.662 2.424 -2.520
N -0.143 1.251 -2.098
C -0.194 0.215 -2.969
H -1.710 1.649 -5.633
H -1.632 3.574 -4.058
H -0.609 3.239 -1.804
H 0.233 -0.711 -2.594
H 1.155 2.493 -0.663
```

Output
Electronic energy = -62367.6220 eV
Total charge = +1
Gap between HOMO and LUMO = 6.03 eV

Results of the Löwdin charge analysis, in e, for atoms 1 through 4: -0.27 -0.01 -0.16 -0.02



The following is a DFT calculation (ωB97M-V/def2-TZVPD) of a 2-piece molecular cluster, C7H11N3O overall in a non-equilibrium geometry.

Geometry as XYZ:
```
22
C7H11N3O | OMol25 | ωB97M-V/def2-TZVPD
C 0.944 2.084 -0.547
C 1.392 1.404 -1.641
C -0.404 1.983 -0.160
C 0.599 0.454 -2.275
C -1.211 1.108 -0.784
C -0.802 0.351 -1.908
C -0.085 -1.370 1.634
N -0.840 -0.399 2.245
N -0.495 -2.091 0.611
N 1.171 -1.444 1.912
O 0.462 -2.631 -0.280
H 1.502 2.799 -0.116
H 2.444 1.442 -1.893
H -0.628 2.427 0.739
H 0.999 -0.312 -2.993
H -2.213 0.894 -0.465
H -1.798 -0.260 1.920
H -0.634 -0.062 3.168
H -1.500 -2.144 0.343
H 1.385 -0.854 2.631
H 1.149 -3.005 0.278
H -1.439 -0.373 -2.420
```

Output
Electronic energy = -13952.3971 eV
Gap between HOMO and LUMO = 9.10 eV
ΔE to the lowest compared entry with this formula, charge and spin = 73.2 kcal per mole

Results of the Löwdin charge analysis, in e, for atoms 1 through 4: -0.07 -0.11 -0.10 -0.07



The following is a DFT calculation (ωB97M-V/def2-TZVPD) of C42H59AgN5PSSi2Te as an isolated structure in a non-equilibrium geometry.

Geometry as XYZ:
```
112
C42H59AgN5PSSi2Te | OMol25 | ωB97M-V/def2-TZVPD
Ag 0.048 0.149 -0.009
C -2.160 3.040 2.611
C -3.161 2.573 1.556
C -3.995 3.771 1.115
P -2.256 1.512 0.264
C -2.196 2.466 -1.360
C -1.441 1.561 -2.334
C -3.486 2.912 -2.039
C -3.499 0.229 -0.043
C -4.831 0.562 -0.231
C -5.824 -0.388 -0.400
C -7.257 0.002 -0.614
C -5.442 -1.726 -0.325
C -4.138 -2.090 -0.105
C -3.088 -1.140 0.024
N -1.792 -1.412 0.214
C -1.383 -2.750 0.460
C -0.557 -3.665 -1.776
C -1.168 -2.933 -2.905
C -0.200 -4.924 -1.517
C -0.459 -5.298 1.058
C 0.150 -6.617 1.524
C -0.544 -4.275 2.151
C -0.970 -3.044 1.885
C -0.998 -1.939 2.881
H -2.686 3.394 3.496
H -1.559 3.863 2.225
H -1.495 2.234 2.906
H -3.830 1.841 2.027
H -3.388 4.511 0.599
H -4.418 4.251 1.998
H -4.824 3.484 0.476
H -1.587 3.355 -1.138
H -2.030 0.660 -2.517
H -0.465 1.254 -1.924
H -1.276 2.071 -3.282
H -4.122 2.057 -2.257
H -3.234 3.389 -2.987
H -4.047 3.630 -1.453
H -5.113 1.605 -0.233
H -7.335 1.026 -0.975
H -7.817 -0.069 0.320
H -7.733 -0.658 -1.339
H -6.188 -2.502 -0.428
H -3.921 -3.147 -0.045
H -0.659 -1.977 -3.026
H -2.217 -2.728 -2.684
H -1.108 -3.517 -3.822
H -0.235 -5.837 -2.083
H 0.334 -7.276 0.676
H -0.544 -7.110 2.204
H 1.086 -6.459 2.054
H -0.219 -4.554 3.142
H -0.578 -2.265 3.829
H -2.014 -1.580 3.038
H -0.414 -1.102 2.484
S 6.239 -4.664 0.562
N 6.165 -3.085 0.183
C 4.900 -2.752 0.003
C 4.400 -1.457 -0.358
C 5.247 -0.402 -0.690
C 4.686 0.807 -1.052
C 3.300 0.926 -1.019
N 2.483 -0.052 -0.688
C 2.996 -1.260 -0.404
C 2.069 -2.360 -0.234
N 0.809 -2.116 -0.410
C -0.144 -3.153 -0.401
C 0.307 -4.634 -0.113
C 1.771 -4.771 0.038
C 2.591 -3.704 0.009
C 4.012 -3.850 0.186
N 4.644 -4.965 0.501
H 6.314 -0.567 -0.674
H 5.300 1.642 -1.346
H 2.831 1.873 -1.270
H -2.153 -3.491 0.194
H -1.472 -5.508 0.688
H 2.198 -5.755 0.166
C -0.749 6.415 0.390
Si 0.714 6.242 -0.818
C 1.553 7.946 -0.996
C 0.097 5.679 -2.533
C 1.934 4.962 -0.114
Te 0.926 3.132 0.545
C 2.644 2.516 1.712
Si 2.294 2.538 3.578
C 1.555 4.222 4.084
C 1.114 1.076 3.912
C 3.957 2.240 4.459
H -1.357 7.285 0.164
H -0.401 6.516 1.414
H -1.394 5.543 0.349
H 0.838 8.685 -1.343
H 2.368 7.923 -1.711
H 1.953 8.299 -0.051
H -0.808 6.207 -2.816
H -0.119 4.615 -2.555
H 0.842 5.879 -3.297
H 2.418 5.362 0.772
H 2.712 4.713 -0.832
H 3.465 3.171 1.439
H 2.908 1.509 1.408
H 0.772 4.529 3.394
H 2.319 4.995 4.077
H 1.126 4.197 5.081
H 0.426 0.938 3.076
H 0.518 1.202 4.811
H 1.677 0.154 4.022
H 4.676 3.014 4.207
H 4.381 1.288 4.153
H 3.848 2.225 5.539
```

Output
Electronic energy = -99134.1017 eV
Gap between HOMO and LUMO = 4.88 eV

Results of the Löwdin charge analysis, in e, for atoms 1 through 4: 0.59 -0.17 -0.51 -0.11



The following is a DFT calculation (ωB97M-V/def2-TZVPD) of C24H34NO5P2Ti as an isolated structure in a non-equilibrium geometry.

Geometry as XYZ:
```
67
C24H34NO5P2Ti | OMol25 | ωB97M-V/def2-TZVPD
C -3.501 -0.412 -2.192
C -2.138 -0.346 -1.828
N -1.827 -0.396 -0.468
C -2.775 -0.693 0.442
C -4.099 -0.872 0.075
C -4.471 -0.700 -1.259
C -1.111 -0.264 -2.788
P 0.599 -0.507 -2.391
Ti 0.231 -0.720 0.070
P -0.988 0.166 2.408
C -2.355 -0.893 1.901
C 2.062 0.553 0.329
C 3.166 -0.005 -0.327
C 4.456 0.486 -0.087
C 4.659 1.510 0.847
C 3.559 2.047 1.527
C 2.269 1.567 1.269
O -1.652 3.956 -3.101
O -0.297 2.305 -0.292
H -3.737 -0.277 -3.244
H -4.815 -1.133 0.854
H -5.518 -0.801 -1.547
C 1.193 -1.945 -3.367
C 1.457 0.877 -3.198
H -3.200 -0.630 2.557
H -2.117 -1.957 2.096
H -1.414 4.685 -3.667
H -1.426 -0.200 -3.835
C 0.146 -0.465 3.620
C -1.672 1.742 2.878
H 3.052 -0.830 -1.037
H 5.306 0.059 -0.626
H 5.667 1.886 1.045
H 3.702 2.842 2.264
H 1.441 1.972 1.861
H 0.036 1.073 0.051
H 0.557 2.759 -0.414
H -0.692 2.137 -1.169
H -2.562 4.120 -2.799
H -0.236 0.651 1.198
H 1.363 -1.649 -4.415
H 2.141 -2.319 -2.950
H 0.452 -2.758 -3.336
H 1.384 0.746 -4.285
H 0.999 1.836 -2.930
H 2.511 0.881 -2.901
H -2.332 1.615 3.743
H -0.864 2.431 3.138
H -2.244 2.168 2.048
H -0.319 -0.398 4.615
H 0.426 -1.509 3.418
H 1.067 0.138 3.619
O -1.047 -5.228 -0.506
C -0.044 -5.498 0.357
C 0.125 -6.815 0.790
C 1.155 -7.122 1.674
C 2.024 -6.135 2.153
C 1.873 -4.813 1.754
C 0.849 -4.496 0.853
C 0.589 -3.134 0.528
O 1.252 -2.172 1.082
O -0.324 -2.787 -0.311
H -1.008 -4.243 -0.657
H -0.564 -7.569 0.413
H 1.272 -8.154 1.997
H 2.824 -6.393 2.842
H 2.516 -4.008 2.106
```

Output
Electronic energy = -78853.1037 eV
Total charge = +1
Gap between HOMO and LUMO = 6.45 eV
ΔE to the lowest compared entry with this formula, charge and spin = 22.2 kcal per mole

Results of the Löwdin charge analysis, in e, for atoms 1 through 4: -0.03 -0.36 -0.04 -0.33



The following is a DFT calculation (ωB97M-V/def2-TZVPD) of a 2-piece molecular cluster, H11N3O4Si3 overall in a non-equilibrium geometry.

Geometry as XYZ:
```
21
H11N3O4Si3 | OMol25 | ωB97M-V/def2-TZVPD
N 3.217 1.283 -0.784
N -0.074 -3.117 1.182
N 1.253 -0.792 0.206
O 0.844 1.654 0.635
O 0.892 0.820 -1.916
O -0.815 -1.902 -1.352
O -2.479 -0.120 0.487
Si -2.863 1.482 0.556
Si 1.583 0.823 -0.485
Si 0.046 -1.949 -0.075
H 3.592 0.854 -1.647
H 3.938 1.718 -0.199
H -0.922 -3.603 1.354
H 0.584 -3.808 1.336
H 1.527 -0.841 1.161
H 0.738 2.648 0.393
H -2.491 -0.746 -0.235
H 0.157 0.274 -2.130
H -4.303 1.519 0.760
H -2.613 2.049 -0.774
H -1.810 1.756 1.527
```

Output
Electronic energy = -36478.8751 eV
Gap between HOMO and LUMO = 10.29 eV
ΔE to the lowest compared entry with this formula, charge and spin = 69.9 kcal per mole

Results of the Löwdin charge analysis, in e, for atoms 1 through 4: -0.02 -0.02 -0.10 -0.13



The following is a DFT calculation (ωB97M-V/def2-TZVPD) of C26H38AsMnN6O4Si3 as an isolated structure.

Geometry as XYZ:
```
79
C26H38AsMnN6O4Si3 | OMol25 | ωB97M-V/def2-TZVPD
Mn 1.394 0.225 -0.772
N 0.948 -0.741 2.615
N 2.347 -0.857 2.864
C 3.272 -0.676 1.863
N 4.578 -0.724 2.294
N 2.894 -0.467 0.624
N 3.807 -0.646 -0.416
O 3.257 -0.297 -1.554
O 5.023 -0.966 -0.292
H 0.537 -1.584 3.013
H 0.800 -0.848 1.605
H 2.605 -0.366 3.710
H 4.727 -1.375 3.050
H 5.212 -0.835 1.497
O 0.126 -1.216 -0.255
Si -1.201 -2.096 -0.145
C -1.775 -2.711 -1.831
C -2.785 -3.650 -2.040
C -3.164 -4.036 -3.316
C -2.534 -3.482 -4.423
C -1.521 -2.555 -4.242
C -1.145 -2.183 -2.959
C -2.622 -1.162 0.676
C -2.341 0.014 1.372
C -3.339 0.735 2.013
C -4.651 0.292 1.971
C -4.955 -0.875 1.283
C -3.952 -1.587 0.646
C -0.811 -3.591 0.950
C 0.526 -3.844 1.262
C 0.892 -4.917 2.064
C -0.079 -5.767 2.570
C -1.414 -5.537 2.269
C -1.769 -4.461 1.472
H -3.284 -4.115 -1.195
H -3.949 -4.770 -3.448
H -2.833 -3.777 -5.422
H -1.022 -2.111 -5.094
H -0.353 -1.459 -2.825
H -1.325 0.386 1.409
H -3.087 1.648 2.537
H -5.434 0.853 2.465
H -5.979 -1.225 1.236
H -4.228 -2.479 0.097
H 1.287 -3.188 0.856
H 1.938 -5.090 2.288
H 0.202 -6.606 3.196
H -2.179 -6.196 2.662
H -2.821 -4.293 1.270
O 0.357 1.115 -4.768
C 0.536 1.008 -3.599
N 0.691 0.933 -2.427
C -1.340 4.922 0.132
Si -0.676 3.517 -0.941
C -2.156 2.481 -1.438
C 0.197 4.271 -2.425
As 0.665 2.216 0.489
Si 2.685 3.412 0.497
C 3.662 2.842 2.005
C 3.707 3.133 -1.056
C 2.351 5.256 0.715
H -2.097 5.464 -0.440
H -0.571 5.632 0.432
H -1.816 4.536 1.033
H -2.854 3.092 -2.017
H -2.678 2.122 -0.549
H -1.875 1.616 -2.030
H -0.525 4.754 -3.085
H 0.731 3.515 -2.995
H 0.915 5.027 -2.108
H 4.218 1.930 1.797
H 3.002 2.653 2.853
H 4.382 3.610 2.298
H 3.607 2.118 -1.441
H 4.765 3.305 -0.841
H 3.404 3.815 -1.851
H 1.718 5.454 1.580
H 1.874 5.693 -0.158
H 3.303 5.769 0.871
```

Output
Expectation value of S² = 9.21
Electronic energy = -160505.7477 eV
Total charge = -1
Gap between HOMO and LUMO (spin up / spin down) = 4.91 / 8.24 eV
Multiplicity = 6
ΔE to the lowest compared entry with this formula, charge and spin = 1.1 kcal per mole

Results of the Löwdin charge analysis, in e, for atoms 1 through 4: 0.56 0.04 -0.02 -0.44



The following is a DFT calculation (ωB97M-V/def2-TZVPD) of C27H26Cl5N3SiW as an isolated structure in a non-equilibrium geometry.

Geometry as XYZ:
```
63
C27H26Cl5N3SiW | OMol25 | ωB97M-V/def2-TZVPD
W 8.738 9.613 8.897
C 10.227 6.424 8.645
C 10.857 7.310 9.652
C 12.093 6.993 10.271
C 12.656 7.858 11.220
C 11.901 8.941 11.645
C 10.755 9.242 10.959
N 10.277 8.520 9.954
C 9.803 10.276 11.502
C 9.889 10.999 12.698
C 8.923 11.942 13.060
C 7.850 12.091 12.188
C 7.743 11.328 11.020
N 8.715 10.459 10.732
C 6.707 11.477 10.003
C 5.600 12.245 10.292
C 4.530 12.117 9.435
C 4.620 11.300 8.396
C 5.831 10.748 7.994
C 5.944 10.123 6.655
N 6.875 10.751 8.879
H 10.748 5.415 8.676
H 10.304 6.765 7.645
H 9.255 6.237 8.982
H 12.563 6.077 9.927
H 13.627 7.577 11.638
H 12.303 9.561 12.417
H 10.687 10.849 13.382
H 8.996 12.464 14.064
H 7.179 12.898 12.348
H 5.599 12.758 11.177
H 3.581 12.695 9.515
H 3.753 11.263 7.760
H 6.622 9.315 6.642
H 6.259 10.917 5.896
H 4.916 9.723 6.324
Cl 9.906 11.321 7.993
C 7.467 7.996 8.679
C 6.607 7.264 9.513
C 5.966 6.148 8.984
Cl 4.917 5.157 10.001
C 6.135 5.775 7.659
Cl 5.264 4.500 7.017
C 7.041 6.452 6.857
Cl 7.271 5.986 5.241
C 7.622 7.545 7.384
Cl 8.910 8.411 6.548
C 8.550 6.221 12.337
Si 6.906 7.216 12.521
C 7.417 8.661 13.697
C 5.636 6.333 13.476
C 6.319 7.854 10.847
H 8.878 6.007 13.402
H 9.295 6.802 11.869
H 8.344 5.368 11.677
H 6.883 9.604 13.594
H 8.487 8.940 13.390
H 7.501 8.443 14.778
H 6.036 5.609 14.115
H 4.881 5.804 12.868
H 5.023 7.016 14.092
H 6.599 8.885 10.911
H 5.255 7.843 10.895
```

Output
Expectation value of S² = 2.02
Electronic energy = -105193.8941 eV
Total charge = +2
Gap between HOMO and LUMO (spin up / spin down) = 6.09 / 6.68 eV
Multiplicity = 3
ΔE to the lowest compared entry with this formula, charge and spin = 0.0 kcal per mole

Results of the Löwdin charge analysis, in e, for atoms 1 through 4: 1.27 -0.02 -0.23 0.05



The following is a DFT calculation (ωB97M-V/def2-TZVPD) of a 2-piece molecular cluster, C15H23FIN2O4 overall in a non-equilibrium geometry.

Geometry as XYZ:
```
46
C15H23FIN2O4 | OMol25 | ωB97M-V/def2-TZVPD
C -2.714 0.675 -0.994
C -2.837 -0.821 -0.455
F -3.220 -1.647 -1.586
C -1.477 -1.406 0.178
C -0.100 -0.746 -0.002
N 1.152 -1.272 0.549
C 2.375 -0.490 0.226
C 2.607 -0.211 -1.342
O 3.987 0.204 -1.560
C 2.194 -1.415 -2.314
N 2.412 -2.784 -1.749
C 1.079 -2.465 1.341
I 2.864 -3.301 2.263
C -0.251 -3.256 1.624
C -1.577 -2.717 1.004
C -2.891 -3.558 1.278
O -4.057 -3.225 0.998
O -2.708 -4.860 1.877
H -1.792 0.828 -1.667
H -3.623 0.973 -1.644
H -2.681 1.468 -0.155
H -3.661 -0.861 0.346
H -0.064 0.227 -0.618
H 2.233 0.548 0.714
H 3.349 -0.901 0.644
H 1.962 0.702 -1.627
H 3.953 1.092 -1.986
H 1.092 -1.280 -2.589
H 2.799 -1.366 -3.297
H 1.490 -3.052 -1.343
H 2.530 -3.475 -2.517
H -0.221 -4.207 2.248
H -3.016 -5.493 1.184
C 0.546 4.128 1.580
C -0.837 4.430 1.048
C -0.842 3.677 -0.268
O 0.018 2.538 -0.098
C 0.754 2.698 1.126
H 0.637 4.249 2.660
H 1.280 4.783 1.098
H -1.593 4.012 1.721
H -1.039 5.496 0.928
H -0.431 4.289 -1.077
H -1.840 3.344 -0.556
H 0.349 1.987 1.855
H 1.807 2.461 0.955
```

Output
Electronic energy = -37904.6243 eV
Total charge = +1
Gap between HOMO and LUMO = 7.36 eV

Results of the Löwdin charge analysis, in e, for atoms 1 through 4: -0.05 -0.26 -0.05 0.02



- The lowest electronic energy belongs to which entry?
  C26H38AsMnN6O4Si3



- Which of these has the lowest electronic energy?
  C26H38AsMnN6O4Si3